Model 1:
A 2-piece molecular cluster, C2H8NO overall. Source: OMol25; level of theory: the ωB97M-V functional and the def2-TZVPD basis.

E_HOMO (alpha / beta): -8.68 / -8.48 eV
LUMO level (alpha / beta): 0.035 / -0.091 Eh

The geometry in ORCA input format:
```
! wB97M-V def2-TZVPD RIJCOSX def2/J DEFGRID3
* xyz 0 2
O 1.18 1.97 0.29
H 2.12 1.96 0.05
C -1.33 0.00 -0.61
N 0.00 -0.54 -0.35
C 0.01 -1.60 0.62
H -1.46 0.22 -1.68
H -2.09 -0.74 -0.37
H -1.50 0.91 -0.04
H 0.61 0.25 -0.15
H -0.59 -1.40 1.54
H 1.01 -1.84 0.98
H -0.42 -2.50 0.22
*
```



Model 2:
A 2-piece molecular cluster, C2H8NO overall. Source: OMol25; level of theory: the ωB97M-V functional and the def2-TZVPD basis.

E_HOMO (alpha / beta): -9.58 / -9.56 eV
LUMO level (alpha / beta): 0.039 / -0.062 Eh

The geometry in ORCA input format:
```
! wB97M-V def2-TZVPD RIJCOSX def2/J DEFGRID3
* xyz 0 2
N -0.87 -0.57 -2.26
H 0.02 -0.95 -2.56
H -1.64 -0.95 -2.78
H -0.98 -0.66 -1.26
C 0.50 -0.34 0.95
O -0.71 -0.94 0.82
C 0.39 1.17 1.24
H 1.16 -0.50 0.09
H 0.99 -0.83 1.81
H 1.39 1.53 1.47
H -0.25 1.35 2.10
H 0.03 1.68 0.36
*
```



Model 3:
A 2-piece molecular cluster, C2H8NO overall. Source: OMol25; level of theory: the ωB97M-V functional and the def2-TZVPD basis.

E_HOMO (alpha / beta): -9.06 / -9.05 eV
LUMO level (alpha / beta): 0.030 / -0.078 Eh

The geometry in ORCA input format:
```
! wB97M-V def2-TZVPD RIJCOSX def2/J DEFGRID3
* xyz 0 2
O -2.28 -1.67 0.24
H -2.67 -0.80 0.42
C 0.49 -0.94 0.25
N 0.48 0.16 -0.76
C 0.61 1.46 -0.13
H -0.41 -1.17 0.83
H 0.69 -1.72 -0.49
H 1.35 -0.96 0.91
H -0.40 0.07 -1.25
H 0.59 2.24 -0.91
H 1.63 1.58 0.23
H -0.09 1.76 0.65
*
```



Stability summary - winner: model 2; margin: 0.958 eV.



Model 1:
An isolated ion of composition C4H9NO and charge +1. Source: OMol25; level of theory: the ωB97M-V functional and the def2-TZVPD basis.

E_HOMO (alpha / beta): -13.68 / -13.68 eV
LUMO level (alpha / beta): -0.141 / -0.347 Eh

The geometry in ORCA input format:
```
! wB97M-V def2-TZVPD RIJCOSX def2/J DEFGRID3
* xyz 1 2
O 2.79 0.05 -0.49
C 2.31 -1.04 -0.04
C 0.81 -1.09 0.19
C 0.26 0.28 0.20
C -1.32 0.37 -0.01
N -1.75 1.57 -0.67
H 2.89 -1.96 0.34
H 0.33 -1.68 -0.53
H 0.47 -1.72 1.08
H 0.65 0.72 -0.68
H 0.45 0.85 1.11
H -1.62 -0.57 -0.58
H -1.89 0.05 0.96
H -1.58 2.46 -0.12
H -2.81 1.70 -0.77
*
```



Model 2:
A 2-piece molecular cluster, C4H9NO overall. Source: OMol25; level of theory: the ωB97M-V functional and the def2-TZVPD basis.

E_HOMO (alpha / beta): -14.74 / -13.63 eV
LUMO level (alpha / beta): -0.158 / -0.345 Eh

The geometry in ORCA input format:
```
! wB97M-V def2-TZVPD RIJCOSX def2/J DEFGRID3
* xyz 1 2
C 0.71 -1.32 -1.72
C -0.72 -1.68 0.09
N 0.41 -2.09 -0.47
H 1.14 -1.92 -2.49
H 1.48 -0.67 -1.25
H -0.04 -0.61 -2.11
H -1.00 -1.96 1.04
H -1.48 -1.15 -0.50
C 0.72 1.31 0.46
C -0.30 1.95 0.98
O -1.08 1.27 1.95
H 1.19 1.59 -0.38
H 1.04 0.40 0.87
H -0.58 3.00 0.90
H -1.48 1.88 2.63
*
```



Model 3:
A 2-piece molecular cluster, C4H9NO overall. Source: OMol25; level of theory: the ωB97M-V functional and the def2-TZVPD basis.

E_HOMO (alpha / beta): -14.33 / -14.33 eV
LUMO level (alpha / beta): -0.232 / -0.302 Eh

The geometry in ORCA input format:
```
! wB97M-V def2-TZVPD RIJCOSX def2/J DEFGRID3
* xyz 1 2
C -0.87 0.35 -1.37
C 0.01 -0.70 -0.79
C 0.96 -1.37 -1.58
C 0.60 -1.73 1.23
N -0.10 -0.89 0.56
H -0.33 1.02 -2.03
H -1.77 -0.11 -1.77
H -1.16 0.98 -0.53
H 1.85 -1.80 -1.16
H 0.66 -1.50 -2.61
H 0.92 -2.66 0.77
H 0.71 -1.73 2.31
H -0.47 2.33 1.58
H -0.94 3.59 2.29
O -0.38 3.29 1.57
*
```



Stability summary - winner: model 3; margin: 0.402 eV.



Model 1:
C3H5FO in the gas phase. Source: OMol25; level of theory: the ωB97M-V functional and the def2-TZVPD basis.

E_HOMO: -8.31 eV
SMILES: CO/C=C\F
LUMO level: 0.034 Eh

The geometry in ORCA input format:
```
! wB97M-V def2-TZVPD RIJCOSX def2/J DEFGRID3
* xyz 0 1
C 1.64 0.09 -0.09
O 0.25 0.23 -0.65
C -0.54 -0.11 0.32
C -1.88 -0.14 0.00
F -2.22 0.12 -1.28
H 1.47 -0.45 0.95
H 1.97 1.23 -0.03
H 2.38 -0.36 -0.89
H -0.31 -0.35 1.18
H -2.77 -0.25 0.47
*
```



Model 2:
C3H5FO in the gas phase. Source: OMol25; level of theory: the ωB97M-V functional and the def2-TZVPD basis.

E_HOMO: -9.94 eV
SMILES: CC(=O)CF
LUMO level: 0.033 Eh

The geometry in ORCA input format:
```
! wB97M-V def2-TZVPD RIJCOSX def2/J DEFGRID3
* xyz 0 1
C 0.59 -0.95 -0.38
C 0.71 0.57 -0.10
O 1.79 1.07 0.14
C -0.68 1.25 -0.21
F -1.71 0.41 0.16
H 0.00 -1.39 0.36
H 1.51 -1.34 -0.42
H 0.17 -1.11 -1.36
H -0.70 1.46 -1.19
H -0.69 2.11 0.38
*
```



Stability summary - winner: model 2; margin: 2.554 eV.



Model 1:
An isolated ion of composition C2H5BrNO and charge +1. Source: OMol25; level of theory: the ωB97M-V functional and the def2-TZVPD basis.

E_HOMO: -16.09 eV
LUMO level: -0.231 Eh

The geometry in ORCA input format:
```
! wB97M-V def2-TZVPD RIJCOSX def2/J DEFGRID3
* xyz 1 1
C -0.55 0.61 -0.83
C 0.05 -0.57 -0.20
N 0.65 -0.32 1.09
O -0.38 1.73 0.07
Br -1.63 0.61 -2.37
H 0.88 -0.69 -1.12
H -0.60 -1.44 -0.42
H -0.17 -0.54 1.71
H 0.27 1.37 0.75
H 1.48 -0.76 1.33
*
```



Model 2:
C2H5BrNO as an isolated structure. Source: OMol25; level of theory: the ωB97M-V functional and the def2-TZVPD basis.

E_HOMO: -15.03 eV
LUMO level: -0.184 Eh

The geometry in ORCA input format:
```
! wB97M-V def2-TZVPD RIJCOSX def2/J DEFGRID3
* xyz 1 1
C -0.12 -0.28 1.17
C -1.66 -0.39 1.09
N 1.07 -0.21 -0.41
O 0.53 -0.12 2.12
Br -2.29 -2.09 1.41
H -1.75 0.10 2.03
H -2.12 0.14 0.19
H 1.75 0.37 0.03
H 0.61 0.48 -1.05
H 1.45 -1.04 -0.83
*
```



Stability summary - winner: model 2; margin: 0.758 eV.